# C4H12N2O2

A 2-piece molecular cluster, C4H12N2O2 overall (ωB97M-V/def2-TZVPD, the OMol25 dataset).

Positions of all 20 atoms, in Å:
O1 -1.340 -2.597 1.512
C1 -1.067 -2.271 0.367
N1 -1.126 -0.994 -0.073
C2 -0.589 -0.651 -1.387
C3 -0.051 0.777 -1.359
C4 1.276 0.857 -0.576
N2 1.446 2.052 0.225
H1 -0.769 -3.032 -0.375
H2 -1.270 -0.389 0.722
H3 0.185 -1.375 -1.652
H4 -1.434 -0.675 -2.090
H5 -0.795 1.413 -0.882
H6 0.136 1.115 -2.383
H7 2.129 0.820 -1.250
H8 1.367 0.004 0.100
H9 1.164 2.886 -0.263
H10 1.023 1.929 1.135
H11 -0.543 -0.564 2.802
H12 0.193 0.646 3.091
O2 0.065 0.049 2.336

As for the largest force on an atom: 1.72 eV/Å. Its multiplicity is 1. Its energy relative to the best compared isomer or geometry (same formula, charge and spin) is 1.434 eV. The value obtained for the electronic energy is -419.59580 Ha. The value obtained for the HOMO energy is -8.97 eV. Its SMILES is NCCCNC=O.O.

natural (NBO) population analysis, charges in e, atoms 1 to 6:
1. O -0.65
2. C 0.54
3. N -0.63
4. C -0.21
5. C -0.42
6. C -0.23


# C29H77F3HfN4O20S2

C29H77F3HfN4O20S2 as an isolated structure (ωB97M-V/def2-TZVPD, the OMol25 dataset).

Positions of all 136 atoms, in Å:
Hf1 21.626 20.769 3.276
C1 23.803 25.218 3.536
C2 22.838 24.285 4.335
O1 22.473 23.005 3.770
H1 23.431 26.219 3.317
H2 23.866 24.848 2.513
H3 24.839 25.292 3.867
H4 21.922 24.875 4.384
H5 23.010 24.047 5.384
S1 21.105 17.905 3.994
O2 21.593 17.140 5.136
O3 20.313 17.095 3.097
O4 20.388 19.122 4.241
O5 22.157 18.522 3.252
C3 18.984 23.066 6.482
F1 19.825 24.058 6.230
F2 19.521 22.321 7.427
F3 18.000 23.645 6.957
S2 18.590 22.199 4.878
O6 17.929 23.181 3.932
O7 19.920 21.788 4.435
O8 17.814 21.019 5.192
C4 12.927 21.364 3.680
O9 13.806 20.374 3.010
C5 14.165 20.779 1.654
C6 15.467 21.684 1.755
N1 16.305 21.644 0.532
C7 15.685 22.239 -0.674
C8 16.596 22.102 -1.917
O10 15.806 22.390 -3.047
C9 16.519 22.715 -4.232
H6 13.473 22.254 3.993
H7 12.672 20.892 4.629
H8 12.018 21.527 3.101
H9 13.448 21.351 1.065
H10 14.437 19.832 1.187
H11 16.148 21.482 2.582
H12 15.204 22.736 1.866
H13 16.974 22.387 0.678
H14 15.408 23.288 -0.570
H15 14.763 21.709 -0.909
H16 16.983 21.083 -1.907
H17 17.537 22.638 -1.793
H18 17.259 21.930 -4.388
H19 16.934 23.718 -4.124
H20 15.650 22.591 -4.877
C10 18.716 33.604 10.175
O11 18.211 32.246 9.961
C11 16.767 31.940 9.937
C12 16.614 30.467 9.732
N2 17.086 30.019 8.414
C13 17.138 28.579 8.237
C14 17.542 28.264 6.723
O12 17.051 26.917 6.522
C15 17.247 26.392 5.249
H21 19.738 33.607 9.794
H22 18.870 33.703 11.249
H23 18.147 34.392 9.682
H24 16.366 32.496 9.089
H25 16.271 32.393 10.796
H26 15.578 30.135 9.785
H27 17.121 29.998 10.575
H28 17.870 30.507 8.004
H29 16.100 28.262 8.341
H30 17.898 28.183 8.911
H31 18.629 28.291 6.654
H32 17.027 28.848 5.960
H33 17.015 25.331 5.153
H34 18.306 26.519 5.025
H35 16.687 26.978 4.521
C16 13.900 15.978 10.872
O13 14.506 17.291 10.965
C17 15.373 17.321 12.080
C18 16.694 16.515 11.949
N3 17.555 17.008 10.872
C19 17.949 18.391 10.678
C20 19.266 18.390 9.821
O14 19.198 17.861 8.481
C21 18.144 18.324 7.626
H36 13.581 15.570 11.831
H37 14.558 15.207 10.471
H38 13.126 16.050 10.108
H39 14.894 17.077 13.028
H40 15.595 18.382 12.190
H41 16.438 15.459 11.858
H42 17.288 16.728 12.838
H43 17.026 16.985 10.012
H44 18.218 18.831 11.638
H45 17.201 19.122 10.370
H46 19.957 17.733 10.349
H47 19.693 19.393 9.815
H48 18.247 19.394 7.443
H49 17.162 18.072 8.027
H50 18.351 17.861 6.661
C22 18.287 21.983 10.771
O15 16.918 22.477 10.864
C23 16.390 22.758 9.573
C24 14.884 23.064 9.587
N4 14.530 24.273 10.405
C25 14.345 25.409 9.570
C26 12.792 25.446 9.315
O16 12.252 26.518 8.566
C27 13.039 26.801 7.446
H51 18.696 22.207 11.757
H52 18.858 22.460 9.974
H53 18.202 20.917 10.561
H54 16.496 21.931 8.871
H55 16.884 23.641 9.166
H56 14.424 22.124 9.889
H57 14.639 23.186 8.532
H58 15.325 24.574 10.952
H59 14.985 25.327 8.692
H60 14.576 26.331 10.104
H61 12.084 25.282 10.128
H62 12.483 24.580 8.730
H63 12.462 27.336 6.693
H64 13.475 25.946 6.929
H65 13.902 27.408 7.720
O17 21.869 20.946 5.754
H66 21.388 20.496 6.449
H67 22.425 21.574 6.215
O18 17.361 18.733 3.891
H68 17.463 19.384 4.586
H69 17.948 19.031 3.196
O19 20.650 22.519 1.855
H70 20.470 22.674 0.928
H71 20.649 23.392 2.249
C28 17.067 26.032 0.345
C29 17.805 25.434 1.541
O20 18.028 24.030 1.333
H72 16.728 27.019 0.657
H73 16.195 25.420 0.117
H74 17.655 26.255 -0.545
H75 17.123 25.353 2.387
H76 18.666 26.036 1.832
H77 17.894 23.597 2.179

As for the largest force on an atom: 10.88 eV/Å. As for the total charge: +1. The expectation value of S² is 0.754. Its multiplicity is 2. The value obtained for the electronic energy is -4018.24202 Ha. The value obtained for the HOMO energy (spin up / spin down) is -9.73 / -9.73 eV.

Mulliken population analysis, charges in e, atoms 1 to 6:
1. Hf 1.51
2. C -1.20
3. C -0.17
4. O -0.78
5. H 0.33
6. H 0.34


# C3H5N

A 2-piece molecular cluster, C3H5N overall (ωB97M-V/def2-TZVPD, the OMol25 dataset).

Positions of all 9 atoms, in Å:
C1 0.315 -1.121 1.187
C2 0.270 -0.373 0.145
C3 -0.346 0.486 -0.740
N1 0.131 0.423 -1.924
H1 0.956 -0.745 1.976
H2 0.185 -2.177 1.197
H3 0.327 1.728 1.048
H4 -1.365 0.898 -0.302
H5 -0.472 0.880 -2.586

As for the largest force on an atom: 2.66 eV/Å. Its multiplicity is 1. Its energy relative to the best compared isomer or geometry (same formula, charge and spin) is 6.319 eV. The value obtained for the electronic energy is -171.82284 Ha. The value obtained for the HOMO energy (spin up / spin down) is -9.79 / -8.29 eV.

natural (NBO) population analysis, charges in e, atoms 1 to 6:
1. C -0.47
2. C 0.18
3. C -0.08
4. N -0.59
5. H 0.24
6. H 0.23


# C4H13N3

An isolated ion of composition C4H13N3 and charge -1 (ωB97M-V/def2-TZVPD, the OMol25 dataset).

Positions of all 20 atoms, in Å:
C1 0.033 0.320 -0.359
N1 -1.022 -0.294 0.437
C2 -2.140 -0.760 -0.342
N2 -1.866 -1.914 -1.200
C3 1.069 1.004 0.521
C4 1.989 -0.019 1.171
N3 1.879 1.885 -0.320
H1 -0.453 0.992 -1.073
H2 0.572 -0.397 -0.986
H3 -0.604 -1.080 0.939
H4 -2.462 0.091 -0.948
H5 -2.977 -0.963 0.332
H6 -2.653 -2.551 -1.198
H7 -1.043 -2.418 -0.885
H8 0.518 1.541 1.293
H9 2.564 0.445 1.993
H10 1.429 -0.800 1.666
H11 2.696 -0.339 0.409
H12 2.651 2.270 0.202
H13 1.365 2.573 -0.856

As for the largest force on an atom: 1.11 eV/Å. As for the total charge: -1. The expectation value of S² is 0.750. Its multiplicity is 2. Its energy relative to the best compared isomer or geometry (same formula, charge and spin) is 0.318 eV. The value obtained for the electronic energy is -324.39847 Ha. The value obtained for the HOMO energy (spin up / spin down) is 1.47 / -5.12 eV.

natural (NBO) population analysis, charges in e, atoms 1 to 6:
1. C -0.26
2. N -0.67
3. C -0.20
4. N -0.95
5. C -0.13
6. C -0.96


# C15H15N3O5S

One molecule with the formula C15H15N3O5S (ωB97M-V/def2-TZVPD, the OMol25 dataset).

Positions of all 39 atoms, in Å:
C1 0.786 -1.129 -3.583
N1 0.320 -0.006 -2.800
S1 1.336 1.351 -2.688
O1 2.619 0.983 -3.203
O2 0.662 2.500 -3.217
C2 1.434 1.496 -0.906
C3 0.506 2.267 -0.232
C4 0.556 2.324 1.152
C5 1.531 1.617 1.838
C6 2.462 0.852 1.151
C7 2.411 0.788 -0.233
H1 3.124 0.212 -0.803
H2 3.212 0.299 1.695
H3 1.572 1.663 2.916
H4 -0.161 2.923 1.692
H5 -0.228 2.819 -0.795
C8 -1.092 0.289 -2.857
H6 -1.217 1.367 -3.007
H7 -1.572 -0.211 -3.704
C9 -1.853 -0.086 -1.584
O3 -3.047 0.063 -1.484
N2 -1.034 -0.577 -0.613
C10 -1.322 -0.868 0.714
C11 -0.259 -1.200 1.548
C12 -0.498 -1.463 2.888
C13 -1.782 -1.426 3.418
C14 -2.834 -1.110 2.577
C15 -2.616 -0.829 1.239
H8 -3.437 -0.573 0.590
H9 -3.839 -1.077 2.967
H10 -1.932 -1.638 4.465
N3 0.621 -1.761 3.745
O4 0.388 -2.070 4.892
O5 1.734 -1.671 3.267
H11 0.751 -1.247 1.172
H12 -0.057 -0.629 -0.884
H13 1.873 -1.103 -3.573
H14 0.445 -1.075 -4.621
H15 0.435 -2.062 -3.138

As for the largest force on an atom: 1.40 eV/Å. Its multiplicity is 1. Its energy relative to the best compared isomer or geometry (same formula, charge and spin) is 2.551 eV. The value obtained for the electronic energy is -1519.17583 Ha. The value obtained for the HOMO energy is -9.18 eV. Its SMILES is CN(CC(=O)Nc1cccc([N+](=O)[O-])c1)S(=O)(=O)c1ccccc1.

natural (NBO) population analysis, charges in e, atoms 1 to 6:
1. C -0.42
2. N -0.71
3. S 2.31
4. O -0.93
5. O -0.93
6. C -0.26


# C9H18O

A 3-piece molecular cluster, C9H18O overall (ωB97M-V/def2-TZVPD, the OMol25 dataset).

Positions of all 28 atoms, in Å:
C1 0.887 0.455 0.087
C2 -0.800 -0.814 1.289
C3 0.304 0.012 -1.021
C4 1.501 -0.765 -0.543
C5 1.175 1.555 1.023
C6 -1.235 -2.160 0.785
C7 -1.888 0.195 1.482
C8 -0.861 -0.026 -1.925
C9 1.617 1.705 -2.070
O1 -0.043 -0.910 2.462
H1 0.609 -1.613 2.360
H2 2.437 -0.677 -1.086
H3 1.379 -1.735 -0.064
H4 0.508 2.401 0.853
H5 1.044 1.196 2.046
H6 2.209 1.883 0.909
H7 -0.390 -2.789 0.493
H8 -1.779 -2.703 1.575
H9 -1.909 -2.073 -0.065
H10 -2.434 0.357 0.553
H11 -2.611 -0.147 2.239
H12 -1.488 1.146 1.833
H13 -1.437 -0.944 -1.793
H14 -1.505 0.838 -1.766
H15 -0.519 -0.016 -2.961
H16 1.718 1.170 -3.010
H17 0.941 2.553 -2.092
H18 2.570 1.906 -1.593

As for the largest force on an atom: 1.51 eV/Å. Its multiplicity is 1. Its energy relative to the best compared isomer or geometry (same formula, charge and spin) is 6.710 eV. The value obtained for the electronic energy is -428.71272 Ha. The value obtained for the HOMO energy (spin up / spin down) is -6.34 / -6.82 eV.

natural (NBO) population analysis, charges in e, atoms 1 to 6:
1. C 0.13
2. C 0.33
3. C 0.10
4. C -0.46
5. C -0.68
6. C -0.70